75
Properties=species:S:1:pos:R:3:forces:R:3 method="wB97M-V/def2-TZVPD" charge=+3 spin_multiplicity=8 homo_ev="-15.88 / -14.12" total_energy_ev=-151379.0766 largest_force_ha_per_bohr=0.048 de_lowest_ev=2.361
Gd 0.619353 -0.859947 -0.158784 -0.103 0.800 2.251
P 2.028429 1.504631 0.584579 0.577 1.021 1.159
P -1.332888 0.676279 1.532939 -0.711 0.140 0.868
P -1.780810 3.108988 -2.988266 0.861 -0.972 -0.690
H 1.840445 -1.973841 -4.491067 -0.104 -0.012 0.297
C 1.327011 -1.096495 -4.099110 0.781 -0.633 -2.237
C 2.065184 -0.062582 -3.412221 -1.296 0.361 0.466
H 2.732793 -0.350847 -2.574028 -0.366 0.067 -0.458
C 3.265186 0.656629 1.649497 0.206 -0.211 -0.118
C 1.494119 2.779437 1.797320 0.004 0.015 -0.024
C 3.150317 2.545316 -0.412772 0.016 -0.117 -0.492
C -2.974736 -0.138184 1.433270 -0.037 0.009 -0.118
C -0.779511 -0.024801 3.149777 0.252 -0.103 0.080
C -1.927317 2.305551 2.183584 0.118 0.159 -0.247
C -1.978474 4.100372 -4.486008 -0.526 0.571 0.065
C -0.876024 3.663064 -1.525920 0.408 1.048 0.535
C -3.162182 2.141101 -2.370309 -0.948 -0.300 -0.233
H 0.432306 -0.772780 -4.658652 0.771 -0.399 0.083
H 2.568276 0.692123 -4.061672 -0.942 -0.005 0.645
H 3.525368 -0.326561 1.239172 0.034 0.141 0.169
H 2.891969 0.542549 2.673057 -0.053 0.006 -0.261
H 4.176158 1.264421 1.684722 -0.140 -0.155 0.129
H 0.946365 2.332361 2.637022 0.175 0.161 -0.241
H 0.860809 3.517800 1.289735 0.115 -0.087 0.237
H 2.393982 3.276025 2.187352 -0.288 -0.028 -0.070
H 3.324107 2.057179 -1.376646 0.180 0.257 0.040
H 4.104888 2.654258 0.119201 -0.278 0.078 -0.247
H 2.718794 3.541347 -0.576135 0.074 -0.272 -0.045
H -3.543556 0.095989 2.341996 0.045 -0.133 -0.215
H -2.867049 -1.226591 1.343737 -0.086 0.237 -0.080
H -3.521833 0.253016 0.565269 0.018 -0.215 0.195
H -1.372000 0.429261 3.954670 0.166 -0.149 -0.139
H 0.281485 0.183638 3.340279 -0.177 -0.031 0.034
H -0.925811 -1.110461 3.190158 0.048 0.198 -0.087
H -2.549277 2.107219 3.066523 0.116 0.092 -0.249
H -2.542073 2.820141 1.436711 0.064 -0.040 0.113
H -1.105831 2.968472 2.472729 -0.222 -0.161 -0.075
H -2.907593 4.679514 -4.522037 0.270 -0.020 0.012
H -1.947847 3.379839 -5.312602 -0.254 0.066 0.236
H -1.114417 4.755797 -4.643579 -0.132 -0.001 0.306
H -0.996217 4.753226 -1.335499 0.030 -0.644 -0.231
H 0.197288 3.443725 -1.618405 -0.293 0.202 -0.261
H -1.205318 3.134357 -0.613419 -0.138 0.078 -0.605
H -4.119677 2.370708 -2.864883 0.315 0.115 0.310
H -3.266626 2.149817 -1.276326 0.016 0.487 -0.388
H -2.943891 1.101677 -2.619362 -0.045 0.585 -0.158
C -0.618984 -0.870633 -2.419962 0.651 -1.025 -0.735
C -1.978040 -1.156210 -2.666685 0.471 0.007 0.388
C -2.384758 -2.460396 -2.940083 -0.057 0.295 0.253
C -1.496666 -3.532384 -2.827798 0.264 -0.079 -0.095
C -0.189039 -3.309563 -2.390305 -0.241 0.240 -0.402
C 0.280685 -1.983855 -2.284935 -0.939 -0.809 -1.362
S 0.241122 0.677504 -2.563197 1.619 -0.419 0.894
H -0.954022 2.118785 -3.603653 -0.651 0.859 0.542
H -2.726071 -0.381448 -2.551580 0.188 -0.451 -0.526
H -3.422791 -2.628738 -3.232766 0.303 -0.028 0.181
H -1.851653 -4.523597 -3.118297 0.252 0.197 0.371
H 0.513085 -4.118873 -2.209472 -0.209 0.017 -0.145
H 1.358403 -1.849543 -2.074647 -0.526 -0.208 -0.019
C -1.054131 -3.897533 2.196602 -0.524 -0.333 -0.261
N 0.125446 -3.488395 2.943226 1.031 0.218 -0.216
C 0.200662 -3.498025 4.334183 0.261 0.183 -0.528
C 1.424682 -3.011697 4.665259 -0.349 -0.169 -0.339
N 2.099052 -2.737811 3.487327 -1.043 -0.337 -0.197
C 3.440629 -2.199816 3.445109 0.599 0.176 0.071
C 1.319890 -3.058797 2.404225 -0.415 -0.150 2.064
Se 1.964592 -3.188417 0.649517 -0.019 -0.336 -0.029
H -1.953185 -3.412911 2.614877 0.449 -0.175 -0.092
H -1.193644 -4.989887 2.247281 0.129 0.428 -0.029
H -0.948501 -3.601441 1.142631 0.070 -0.138 0.383
H -0.606843 -3.886168 4.946940 0.204 0.235 -0.174
H 1.864297 -2.863368 5.640979 0.034 0.009 -0.183
H 4.067603 -2.683366 4.200939 -0.183 -0.026 -0.237
H 3.834030 -2.384884 2.448215 0.188 -0.003 0.143
H 3.440452 -1.121247 3.640498 -0.078 -0.387 0.023